Record 1
Molecular formula: C4H9NOS
Method: DFT, ωB97M-V/def2-TZVPD

Geometry as XYZ:
```
16
C4H9NOS (ωB97M-V/def2-TZVPD)
C 0.8523 -0.9407 0.3634
H -0.4971 -0.9525 1.8560
H -1.2060 0.8997 -2.1396
H 1.0921 -1.7865 2.2837
H 1.1999 0.0593 0.6496
H -1.8974 2.5014 -0.2403
O 1.7388 -1.6357 -0.4849
H -0.8479 1.4665 0.7209
C 0.3078 -1.7091 1.5455
C -0.5172 1.2370 -1.3479
C -0.8323 2.0459 -0.2540
H 0.5048 1.2915 -1.6508
S 0.6044 -1.7682 -1.7385
N -0.2501 -0.8314 -0.6112
H -0.1367 -2.7286 1.1894
H -0.1153 2.8516 -0.1413
```

Multiplicity ... 1
E_LUMO (alpha / beta) ... 0.3431 / 0.1998 eV
HOMO-LUMO gap (alpha / beta) ... 7.62 / 7.31 eV

Atomic partial charges in e from the natural (NBO) method, atoms 1 to 5: atom 1 (C): 0.21, atom 2 (H): 0.22, atom 3 (H): 0.21, atom 4 (H): 0.22, atom 5 (H): 0.16

***

Record 2
Molecular formula: C4H9NOS
Method: DFT, ωB97M-V/def2-TZVPD

Geometry as XYZ:
```
16
C4H9NOS (ωB97M-V/def2-TZVPD)
H -0.3867 1.3180 1.7479
H 0.5211 -0.1653 1.5977
S 0.8392 -0.6813 -1.1015
H 0.8669 -1.9574 1.0148
O -2.0413 -0.5494 -1.1814
H 0.8294 -3.0251 -0.5840
C 0.5279 1.7867 -0.7148
H 1.6723 1.7470 -0.4328
H -1.2636 -0.1324 1.5315
N -1.6431 0.4931 -0.7348
H 0.2678 2.7462 -0.1812
C -0.2139 0.5509 -0.2698
H 0.5776 1.8628 -1.8496
C -0.3852 0.4179 1.2712
C 0.4610 -2.1342 -0.0694
H -0.6295 -2.2774 -0.0439
```

Multiplicity ... 1
E_LUMO ... 0.0646 eV
HOMO-LUMO gap ... 8.77 eV
SMILES string ... CSC(C)(C)N=O

Atomic partial charges in e from the natural (NBO) method, atoms 1 to 5: atom 1 (H): 0.22, atom 2 (H): 0.23, atom 3 (S): 0.21, atom 4 (H): 0.21, atom 5 (O): -0.27

***

Record 3
Molecular formula: C4H9NOS
Method: DFT, ωB97M-V/def2-TZVPD

Geometry as XYZ:
```
16
C4H9NOS (ωB97M-V/def2-TZVPD)
C -0.7061 0.2535 0.1980
N 0.2273 0.9063 -0.5421
H -0.2089 1.2531 2.4650
C -1.2120 1.2099 1.9001
H 0.8581 1.6040 -0.2051
S -0.0803 -1.4103 0.6293
H 0.8299 -2.3095 -1.2896
H -1.3434 2.3299 1.6981
H -1.6981 0.1033 -0.3304
C 0.9369 0.0661 -1.5079
H 0.3436 -0.0841 -2.4369
H 1.8901 0.4721 -1.7539
H -2.0991 0.6751 2.2306
O -1.0834 -2.3350 0.0806
H 2.1928 -1.4149 -0.3393
C 1.1526 -1.3196 -0.7964
```

Multiplicity ... 1
E_LUMO ... 0.7009 eV
HOMO-LUMO gap ... 9.22 eV

Atomic partial charges in e from the natural (NBO) method, atoms 1 to 5: atom 1 (C): -0.20, atom 2 (N): -0.67, atom 3 (H): 0.21, atom 4 (C): -0.60, atom 5 (H): 0.39

***

Calculated values (kcal per mole) of energy relative to the best compared isomer or geometry (same formula, charge and spin) for the records, taken in order: 135.6 91.5 93.6.